No. 1
Below is a single C4H2O2 molecule at a distorted geometry, with properties calculated with ωB97M-V/def2-TZVPD.

```
8
Properties=species:S:1:pos:R:3
C -0.02803 -1.07394 -0.59140
C -0.61551 -0.25015 0.38091
C -1.80535 -0.04468 -0.03066
C 0.89481 -0.22312 0.29000
O -2.86929 -0.02961 -0.46502
O 1.73973 0.75799 -0.28252
H 1.49048 -0.65538 1.17537
H 1.19315 1.51889 -0.47668
```

As for the spin multiplicity: 1. As for the energy above the lowest of the compared OMol25 structures with the same formula, charge and spin: 292.94 kJ/mol. The calculation puts the LUMO energy at -0.54 eV. The total energy comes out at -303.89824 a.u.

No. 2
Below is a single C4H2O2 molecule at a distorted geometry, with properties calculated with ωB97M-V/def2-TZVPD.

```
8
Properties=species:S:1:pos:R:3
C -1.08765 0.24704 -1.83536
C -0.47133 -0.03487 0.48416
C -2.14536 0.31025 -2.46715
C -0.12957 0.21550 -0.78241
O -3.04854 0.52591 -3.21769
O 1.18594 0.47755 -1.12392
H -1.06767 0.18010 1.30936
H 1.93562 0.18436 -0.66604
```

As for the spin multiplicity: 1. As for the energy above the lowest of the compared OMol25 structures with the same formula, charge and spin: 347.50 kJ/mol. The calculation puts the LUMO energy (spin up / spin down) at -1.12 / -2.43 eV. The total energy comes out at -303.87746 a.u.

No. 3
Below is C4H2O2Sc as an isolated structure at a distorted geometry, with properties calculated with ωB97M-V/def2-TZVPD.

```
9
Properties=species:S:1:pos:R:3
O -0.95396 -1.66081 -2.24145
C -0.72802 -0.58598 -1.65577
H -1.35423 0.30604 -1.88912
C 0.49826 1.15848 0.27295
C 1.14408 -0.11330 0.19008
C -0.00180 -0.44763 -0.45178
O 1.28004 -1.58219 0.33885
Sc -0.61783 1.91852 1.94730
H 0.89184 1.91872 -0.42672
```

As for the spin multiplicity: 1. As for the energy above the lowest of the compared OMol25 structures with the same formula, charge and spin: 370.10 kJ/mol. The calculation puts the LUMO energy (spin up / spin down) at -6.35 / -6.23 eV. The net charge is +1. The total energy comes out at -1064.10993 a.u.

No. 4
Below is a single C4H2O4 molecule at a distorted geometry, with properties calculated with ωB97M-V/def2-TZVPD.

```
10
Properties=species:S:1:pos:R:3
O -0.59518 -1.72964 1.08301
C -1.22364 -0.94903 0.41469
C -0.79412 -0.03622 -0.65874
O -1.11909 -0.05463 -1.81042
C 0.31149 1.11002 -0.33049
O 0.36835 2.23148 -0.67037
C 1.57169 0.34209 0.30108
O 1.83430 0.22564 1.44307
H -2.31110 -0.67687 0.71278
H 1.95729 -0.46286 -0.48460
```

As for the spin multiplicity: 1. As for the SMILES: O=CC(=O)C(=O)C=O. As for the energy above the lowest of the compared OMol25 structures with the same formula, charge and spin: 206.89 kJ/mol. The calculation puts the LUMO energy at -1.40 eV. The total energy comes out at -454.47398 a.u.

No. 5
Below is C4H2O5Sm as an isolated structure at a distorted geometry, with properties calculated with ωB97M-V/def2-TZVPD.

```
12
Properties=species:S:1:pos:R:3
C -0.82507 -0.03590 3.95790
O -0.39931 -0.13862 5.02076
O -1.26716 0.04655 2.88225
O -1.65478 -0.60516 -0.65163
C -0.62624 -0.70024 -1.28177
O 0.30562 0.23849 -1.18482
Sm -3.22742 0.67116 1.03160
H -0.43815 -1.49014 -2.02504
O 1.39098 -0.21356 -3.23291
C 1.37865 0.33411 -2.17083
C 2.46612 0.44968 -1.26469
H 2.89677 1.44363 -1.08082
```

As for the spin multiplicity: 8. The calculation puts the LUMO energy (spin up / spin down) at -5.23 / -5.23 eV. The net charge is +1. The total energy comes out at -1187.37025 a.u.

No. 6
Below is C4H2S2 as an isolated structure at a distorted geometry, with properties calculated with ωB97M-V/def2-TZVPD.

```
8
Properties=species:S:1:pos:R:3
C -0.63655 0.58375 0.82640
C 0.44654 -0.16189 0.03491
C 0.32165 -0.83534 -1.26667
C 0.60650 -1.24520 -2.47025
H -0.51007 0.64218 1.96207
H 1.21140 -1.62794 -3.69204
S -2.06672 1.02645 0.15791
S 1.74609 -0.34283 1.02856
```

As for the spin multiplicity: 1. As for the energy above the lowest of the compared OMol25 structures with the same formula, charge and spin: 314.19 kJ/mol. The calculation puts the LUMO energy at -2.03 eV. The total energy comes out at -949.78439 a.u.

No. 7
Below is a 10-piece molecular cluster, C4H30N2O10 overall at a distorted geometry, with properties calculated with ωB97M-V/def2-TZVPD.

```
46
Properties=species:S:1:pos:R:3
N 1.44839 -2.00833 1.62045
C 2.61540 -1.16544 1.88118
C 3.20702 -0.46949 0.61112
C 2.06733 0.55526 0.25363
N 2.33268 1.84520 0.90996
C 1.97220 0.62240 -1.28019
O 0.60096 0.75653 -1.66878
H 0.84147 -1.63196 0.90899
H 1.51626 -2.95976 1.28635
H 2.25737 -0.44321 2.62568
H 3.33774 -1.87954 2.28885
H 4.16497 -0.05685 0.94582
H 3.44138 -1.08396 -0.26004
H 1.03973 0.24840 0.53978
H 2.79336 1.62942 1.77403
H 2.69810 2.58966 0.34558
H 2.54758 1.44830 -1.67690
H 2.29258 -0.27893 -1.77763
H 0.10459 -0.04147 -1.46229
O -2.29265 1.41602 2.18563
H -2.32597 1.21855 1.23941
H -2.30870 2.39409 2.21717
O -1.00695 -3.90320 2.44920
H -0.11978 -3.53794 2.62863
H -1.44395 -3.06737 2.24797
O -0.89452 -0.84938 0.32198
H -1.18792 -1.38302 1.06944
H -1.74725 -0.52640 -0.06778
O -1.27234 3.11307 3.57169
H -1.01669 3.60611 2.78091
H -0.67782 2.35901 3.50064
O -1.64980 -3.92401 -1.21990
H -2.54338 -3.55914 -1.11301
H -1.07443 -3.33618 -0.71541
O -0.33473 3.45019 -1.04839
H -0.31275 2.73070 -1.68949
H 0.38149 3.27477 -0.43111
O -2.72583 0.64526 -0.69551
H -3.46026 1.01765 -1.20290
H -2.00259 1.29168 -0.66742
O -3.60411 0.12504 -3.48897
H -3.43319 -0.71024 -3.02822
H -2.86988 0.44083 -4.03460
O -0.55094 0.27834 -4.45108
H 0.17787 -0.32173 -4.60487
H -0.98206 0.08107 -3.61964
```

As for the spin multiplicity: 1. As for the SMILES: NCC[C@@H](N)CO.O.O.O.O.O.O.O.O.O. As for the energy above the lowest of the compared OMol25 structures with the same formula, charge and spin: 334.21 kJ/mol. The calculation puts the LUMO energy at -0.14 eV. The total energy comes out at -1032.23180 a.u.

No. 8
Below is a 11-piece molecular cluster, C4H30N2O12 overall at a distorted geometry, with properties calculated with ωB97M-V/def2-TZVPD.

```
48
Properties=species:S:1:pos:R:3
O 0.11315 -2.64169 0.87675
C 0.80328 -2.55984 1.85802
N 0.57949 -1.59416 2.81788
C -0.59696 -0.63556 2.50299
C 0.09729 0.38635 1.45778
N -0.96345 0.96131 0.62334
C -1.17279 2.36295 0.83630
O 0.04055 3.03171 0.50560
H 1.72311 -3.19355 2.02225
H 0.91943 -1.54662 3.73969
H -1.23807 -1.23893 1.99071
H -0.96755 -0.14053 3.43108
H 1.01395 0.04728 0.84299
H 0.54776 1.08514 2.07629
H -1.33831 0.24472 -0.07501
H -2.02518 2.67900 0.15706
H -1.31048 2.70308 1.89543
H 0.73038 3.03177 1.24511
O -3.57849 1.55928 -2.26522
H -3.81174 0.70477 -2.40355
H -2.97342 1.86461 -2.90621
O 3.24349 0.77130 -0.09751
H 3.96929 1.19980 -0.70124
H 2.32111 0.83831 -0.55143
O 3.63186 -0.99168 1.93552
H 4.35533 -0.37633 2.29787
H 3.29038 -0.54247 1.19284
O 2.44829 3.42175 -1.10224
H 1.51821 3.65748 -0.89125
H 2.42052 2.46753 -1.15611
O 2.16678 -0.19564 -3.13686
H 1.26502 0.19828 -3.08773
H 2.62819 0.33455 -3.83184
O 0.30052 1.53012 -2.50720
H 0.43434 1.74098 -1.54123
H -0.60337 1.16492 -2.44033
O -3.81804 -0.04878 0.52256
H -4.03133 -0.41401 -0.33529
H -4.54113 0.62855 0.65416
O -3.31649 -2.45833 -0.00396
H -2.84458 -2.09840 0.83852
H -2.68909 -2.77508 -0.51078
O -1.36974 -1.02925 -1.18745
H -1.42114 -1.25445 -2.06459
H -0.69092 -1.35599 -0.71298
O 1.51043 -4.14485 -0.77719
H 2.16490 -4.06068 -1.37014
H 1.06523 -3.31872 -0.66340
```

As for the spin multiplicity: 1. As for the SMILES: O=CNCCNCO.O.O.O.O.O.O.O.O.O.O. As for the energy above the lowest of the compared OMol25 structures with the same formula, charge and spin: 632.15 kJ/mol. The calculation puts the LUMO energy at -0.09 eV. The total energy comes out at -1182.65600 a.u.

No. 9
Below is a 10-piece molecular cluster, C4H30NO10 overall at a distorted geometry, with properties calculated with ωB97M-V/def2-TZVPD.

```
45
Properties=species:S:1:pos:R:3
O -2.51210 -1.40497 0.05253
C -1.13124 -1.51022 -0.39332
C -0.16477 -1.13418 0.72693
N 0.82268 -0.08954 0.12310
C 2.23236 -0.35301 0.40694
C -0.65866 -0.51704 2.01590
H -2.63217 -0.51785 0.42524
H -1.14880 -0.93302 -1.31653
H -1.05178 -2.56123 -0.64719
H 0.42619 -2.02006 0.88690
H 0.73864 -0.21391 -0.89197
H 0.41691 0.80365 0.43874
H 2.83777 0.55788 0.35909
H 2.69037 -1.10429 -0.22088
H 2.40385 -0.57297 1.46091
H -1.35429 -1.06080 2.63934
H 0.20888 -0.43758 2.67378
H -0.91134 0.51916 1.78266
H -2.27334 -2.83512 1.68737
H -1.72894 -3.91296 2.65227
O -1.54534 -3.45497 1.82335
H -1.95766 1.36658 -2.21314
H -2.89379 1.19232 -3.42355
O -1.96180 1.21448 -3.16958
H -0.22324 -0.28885 -3.00515
H 0.34135 0.98714 -2.53292
O 0.43528 0.03157 -2.38105
H 0.52391 3.91747 -2.97574
H 2.02174 3.49793 -2.70925
O 1.09791 3.21335 -2.62630
H 1.75577 -3.83637 -1.71880
H 1.10586 -2.49823 -1.71856
O 1.98500 -2.90047 -1.71304
H 2.11858 4.16346 1.80306
H 1.52561 3.39080 2.97418
O 1.37683 3.58684 2.03737
H -3.22749 2.35062 -0.05850
H -1.75955 1.97790 -0.41798
O -2.67317 1.62226 -0.34685
H 1.93697 -3.04949 3.47179
H 0.94581 -2.94868 2.47939
O 1.79496 -2.50513 2.67500
H 0.35830 2.91471 -1.03739
H -0.24198 3.03953 0.27899
O -0.05007 2.31329 -0.35716
```

As for the spin multiplicity: 2. As for the energy above the lowest of the compared OMol25 structures with the same formula, charge and spin: 44.58 kJ/mol. The calculation puts the LUMO energy (spin up / spin down) at -0.03 / -0.07 eV. The total energy comes out at -977.39929 a.u.

No. 10
Below is a 12-piece molecular cluster, C4H30O12 overall at a distorted geometry, with properties calculated with ωB97M-V/def2-TZVPD.

```
46
Properties=species:S:1:pos:R:3
C 2.72077 0.66572 -1.70173
C 1.37832 -0.09263 -1.54777
C 1.24068 -1.02029 -2.81267
C -0.20078 -1.45821 -2.82255
O -0.83810 -1.72201 -1.81514
H 2.72622 1.66101 -2.33020
H 3.56708 0.12240 -2.05739
H 2.99493 1.09327 -0.77532
H 0.58739 0.66013 -1.48407
H 1.20866 -0.77587 -0.76019
H 1.84469 -1.94936 -2.78453
H 1.54429 -0.48368 -3.73988
H -0.75234 -1.65299 -3.76921
O -2.29549 1.28229 -0.27549
H -2.11756 1.13826 -1.20850
H -2.68372 0.44401 0.05074
O 1.43850 0.39340 1.54542
H 1.90447 0.99641 2.12877
H 1.04683 0.96710 0.79093
O 0.14126 2.29497 0.51181
H -0.62660 1.74598 0.25792
H -0.16650 2.73855 1.30450
O -1.74486 -2.69851 0.96544
H -1.49941 -2.74016 0.02112
H -0.83162 -2.75322 1.27892
O 0.96237 3.75291 -1.48536
H 0.79874 3.33344 -0.60817
H 1.67847 3.22458 -1.84869
O -0.46846 -0.56415 3.51935
H -0.16187 -0.72627 4.40659
H 0.20337 -0.48424 2.82477
O -0.85345 2.20230 -2.88785
H -1.61145 2.74025 -3.14236
H -0.10116 2.79648 -2.68966
O 2.04939 -2.45760 2.39114
H 1.91810 -1.68830 1.83599
H 1.73782 -3.27439 2.03191
O 1.15916 -3.28505 0.10943
H 1.51221 -4.17915 -0.03817
H 0.83211 -2.95287 -0.73405
O -1.59748 2.16523 2.34875
H -1.32822 1.48270 2.95480
H -2.32751 1.90154 1.79666
O -2.71939 -0.15364 1.96526
H -1.86218 -0.15186 2.43176
H -2.69281 -1.03251 1.56429
```

As for the spin multiplicity: 1. As for the SMILES: CCCC=O.O.O.O.O.O.O.O.O.O.O.O. As for the energy above the lowest of the compared OMol25 structures with the same formula, charge and spin: 86.81 kJ/mol. The calculation puts the LUMO energy at 0.14 eV. The total energy comes out at -1073.25733 a.u.

No. 11
Below is a 11-piece molecular cluster, C4H31N2O10 overall, with properties calculated with ωB97M-V/def2-TZVPD.

```
47
Properties=species:S:1:pos:R:3
C -2.71770 -0.40661 -2.46367
C -1.59884 -1.41184 -2.16698
C -0.23231 -0.78760 -2.09947
C 0.74835 -1.13083 -2.95607
N 1.99087 -0.60676 -3.05280
N -0.08472 0.30030 -1.11432
H -2.46534 0.24271 -3.30470
H -2.98551 0.22196 -1.61332
H -3.63261 -0.91132 -2.77107
H -1.86408 -1.93527 -1.23578
H -1.62963 -2.19338 -2.92151
H 0.49684 -1.90042 -3.67363
H 2.37209 -0.03269 -2.33222
H 2.66339 -1.03820 -3.64356
H -0.45420 1.18601 -1.46328
H -0.61943 0.06715 -0.26428
H 0.90940 0.49162 -0.81409
H -1.22485 -3.02948 3.21794
H -2.29171 -3.19871 2.16848
O -1.44873 -2.78324 2.32173
H -2.62195 3.85780 -1.27488
H -2.39898 2.88259 -0.10525
O -2.10790 3.10902 -0.99985
H 3.48409 -2.40106 1.65431
H 2.03378 -2.42041 1.11331
O 2.75779 -1.81893 1.43643
H -2.63906 2.57468 2.40707
H -1.81097 1.42069 1.76387
O -2.16104 2.33596 1.62250
H 2.85492 1.07227 0.35731
H 2.84218 -0.47784 0.24946
O 2.67006 0.34556 -0.27466
H -0.05501 0.00220 2.25569
H -1.27473 -0.97257 1.96890
O -0.92614 -0.07736 1.75996
H 1.74365 2.68355 1.37611
H 3.18114 2.91317 2.05170
O 2.54574 2.26082 1.76741
H -0.50543 2.85989 1.05890
H 0.13853 3.77714 -0.04456
O 0.32766 3.04179 0.56135
H -0.12659 -3.05841 1.10816
H 0.32118 -2.43136 -0.24887
O 0.56615 -3.08004 0.41926
H 1.95557 -0.59852 2.52545
H 1.85714 0.94762 2.72852
O 1.41691 0.10834 2.94499
```

As for the spin multiplicity: 1. As for the energy above the lowest of the compared OMol25 structures with the same formula, charge and spin: 0.00 kJ/mol. The calculation puts the LUMO energy at -2.46 eV. The net charge is +1. The total energy comes out at -1032.78782 a.u.

No. 12
Below is a 13-piece molecular cluster, C4H31NO15 overall at a distorted geometry, with properties calculated with ωB97M-V/def2-TZVPD.

```
51
Properties=species:S:1:pos:R:3
O 0.10802 2.30957 -1.28310
C 0.83883 2.10221 -0.32759
N 2.11714 1.65767 -0.56083
C 3.12259 1.21043 0.32256
O 4.06105 0.63117 -0.13738
C 0.13225 1.94684 1.00546
C -0.22452 0.37861 0.95785
O -1.00038 -0.04457 1.99528
H 2.38082 1.52190 -1.54257
H 3.14568 1.69799 1.32210
H -0.78601 2.51611 1.00819
H 0.74511 2.13492 1.88353
H -0.84433 0.30184 0.04061
H 0.68193 -0.19486 1.13566
H -1.91122 0.50124 2.07651
H 0.81097 1.50167 -3.01730
H -0.14850 1.35103 -4.24665
O 0.72540 1.14958 -3.90323
H 4.02946 -3.64264 -1.27176
H 3.31980 -4.04817 0.12231
O 3.22128 -3.93228 -0.82705
H 2.46325 0.99812 4.06457
H 1.88634 0.09484 3.09015
O 2.55581 0.80989 3.11975
H -3.11137 2.03916 2.47510
H -3.83264 0.90798 1.73896
O -3.24425 1.06773 2.49498
H -1.96090 -0.50310 -3.03757
H -3.51000 -0.06192 -2.66686
O -2.57504 0.16441 -2.69486
H -1.75736 -2.83690 -3.37430
H -1.39347 -2.42905 -1.94411
O -2.12796 -2.48973 -2.56198
H -0.17560 -0.75631 3.61540
H 0.75315 -1.81477 4.37367
O 0.72692 -1.11563 3.70967
H 0.41050 -1.17014 -2.67650
H 0.36084 -0.85263 -4.23539
O -0.04709 -1.30966 -3.50666
H -1.83116 1.97992 -1.36484
H -2.98804 0.99939 -1.15144
O -2.50158 1.71047 -0.72123
H -2.67900 2.88852 0.46938
H -2.17430 4.09638 1.34343
O -2.90119 3.47806 1.23365
H 0.80712 -2.26882 -0.35090
H 1.35862 -3.42631 -1.20079
O 0.76030 -2.65916 -1.23016
H 0.21791 -3.41043 1.75067
H 0.93100 -2.21974 2.56515
O 1.05381 -2.96087 1.92045
```

As for the spin multiplicity: 2. As for the energy above the lowest of the compared OMol25 structures with the same formula, charge and spin: 0.00 kJ/mol. The calculation puts the LUMO energy (spin up / spin down) at -3.28 / -9.32 eV. The net charge is +1. The total energy comes out at -1354.01074 a.u.